# 1
{"formula": "C23H29EuN5O5S", "method": "wB97M-V/def2-TZVPD", "symbols": ["Eu", "O", "C", "O", "C", "C", "C", "C", "C", "N", "C", "O", "O", "H", "H", "H", "H", "H", "O", "N", "C", "C", "C", "C", "C", "H", "H", "H", "H", "H", "C", "C", "N", "C", "C", "C", "C", "N", "H", "H", "H", "H", "H", "H", "H", "H", "H", "H", "H", "H", "H", "H", "S", "C", "N", "C", "C", "C", "C", "H", "H", "H", "H", "H"], "coordinates": [[0.11023, -0.24662, 0.47222], [0.40965, 2.96708, 3.69465], [0.46411, 1.89360, 2.94227], [-0.10364, 1.82443, 1.84331], [1.22225, 0.75767, 3.46112], [1.83063, 0.73283, 4.69021], [2.49110, -0.44281, 5.09159], [2.46850, -1.53961, 4.25771], [1.82226, -1.46840, 3.01928], [1.22824, -0.29629, 2.59290], [1.64753, -2.54221, 2.08152], [2.10371, -3.77176, 2.29961], [0.99788, -2.35094, 1.02664], [-0.12676, 3.65315, 3.27078], [1.78604, 1.60263, 5.33017], [2.99271, -0.49082, 6.04701], [2.94797, -2.45694, 4.57778], [2.66075, -3.82638, 3.08392], [-1.78680, -1.23602, 0.76762], [-1.70134, -2.34505, 1.50990], [-1.56070, -2.24372, 2.84309], [-1.42890, -3.37208, 3.62042], [-1.45529, -4.62350, 3.02152], [-1.63401, -4.70123, 1.64818], [-1.76194, -3.54618, 0.91248], [-1.57190, -1.24054, 3.24237], [-1.31390, -3.26720, 4.68957], [-1.35210, -5.52348, 3.61104], [-1.67103, -5.65461, 1.14190], [-1.89508, -3.52955, -0.15800], [0.81709, 5.58289, -2.12112], [0.61897, 4.31908, -2.95688], [-0.30682, 3.34319, -2.36711], [-1.73696, 3.53552, -2.62384], [-2.46928, 4.17075, -1.44307], [0.11095, 2.34681, -1.58380], [1.58628, 2.25026, -1.27720], [-0.66009, 1.41513, -1.08035], [1.62812, 6.16967, -2.55181], [1.07072, 5.34705, -1.08743], [-0.07635, 6.20600, -2.11816], [1.57761, 3.83819, -3.13932], [0.21736, 4.59432, -3.93026], [-2.18947, 2.57633, -2.88713], [-1.83111, 4.16746, -3.50377], [-2.37666, 3.55648, -0.54640], [-3.52692, 4.28515, -1.67784], [-2.06062, 5.15648, -1.22780], [1.99273, 3.21038, -0.96739], [2.13666, 1.90910, -2.15319], [1.75975, 1.53846, -0.46606], [-1.63865, 1.55397, -1.30177], [1.58660, -1.11592, -1.84815], [0.53361, -2.04038, -2.80549], [1.08447, -2.87668, -3.72398], [0.37626, -3.68037, -4.54941], [-0.98348, -3.67954, -4.50499], [-1.61690, -2.81033, -3.59998], [-0.87860, -2.00814, -2.76759], [2.09573, -2.88042, -3.76853], [0.94615, -4.29747, -5.22856], [-1.55573, -4.32234, -5.15562], [-2.69855, -2.76291, -3.57702], [-1.35304, -1.31366, -2.09175]], "forces_ev_per_a": [[0.9021, 0.7285, -0.1434], [0.1039, 0.0108, 0.1850], [-0.1399, 0.0359, -0.2293], [0.1222, -0.1113, 0.0132], [0.2348, -0.1289, 0.2997], [-0.2275, 0.2285, -0.2794], [0.1498, -0.3313, 0.0495], [0.0031, 0.1535, 0.1192], [-0.0544, -0.0353, -0.2073], [-0.0808, -0.1005, -0.1307], [-0.0021, 0.1805, 0.3179], [0.0109, -0.1526, -0.1910], [0.0685, -0.0889, 0.0569], [-0.0574, 0.0069, -0.0844], [0.0196, -0.0098, 0.0049], [-0.0118, 0.0039, -0.0048], [0.0228, 0.0153, 0.0311], [0.0375, 0.0357, 0.0706], [-0.5055, -0.4134, 0.0838], [-0.4964, -0.6550, 0.4735], [-0.0883, 0.1115, 0.0381], [0.0087, -0.1316, -0.0125], [-0.0284, 0.0663, -0.0983], [0.0030, -0.0289, 0.1249], [0.0206, 0.0563, -0.1634], [0.0255, 0.0341, -0.0513], [-0.0115, 0.0622, -0.0059], [0.0047, 0.0135, 0.0221], [-0.0170, 0.0215, -0.0297], [0.0161, 0.0751, -0.0172], [-0.0700, -0.0965, -0.1007], [0.1247, 0.2147, 0.1362], [-0.0202, -0.0018, -0.0203], [-0.1218, 0.0471, 0.1802], [0.0653, -0.0631, -0.1051], [0.1848, -0.0800, -0.1495], [-0.2020, 0.1469, -0.0373], [-0.1829, 0.2404, 0.0349], [-0.0138, 0.0299, 0.0357], [0.0382, -0.0055, 0.0118], [-0.0184, -0.0167, 0.0199], [-0.0478, -0.0367, -0.0220], [0.0167, -0.0917, -0.0616], [0.0326, -0.0129, -0.0626], [0.0561, -0.0038, -0.0268], [-0.0316, 0.0485, 0.0275], [-0.0007, -0.0135, 0.0169], [-0.0135, 0.0047, 0.0328], [0.0155, -0.0017, 0.0519], [0.0246, -0.0735, 0.0375], [0.1392, 0.1530, -0.1080], [-0.0542, 0.0013, -0.0397], [0.1791, 0.0281, -0.0187], [-0.1540, 0.0598, -0.0183], [-0.1274, 0.0461, 0.1011], [-0.0500, -0.0738, -0.1195], [-0.0868, 0.0060, 0.0319], [0.0539, 0.0395, -0.0040], [0.1670, -0.1206, -0.1003], [0.0401, -0.0525, -0.0090], [0.0469, 0.0159, 0.0279], [0.0509, 0.0015, -0.0412], [0.0117, -0.0108, 0.0320], [-0.0851, 0.0190, 0.0251]], "total_charge": 2, "spin_multiplicity": 8, "mol_weight_g_mol": 639.5, "energy_ha": -2651.9417, "e_homo_ha": [-0.4133, -0.4943], "relative_energy_kj_mol": 0.0}

***

# 2
{"formula": "C3H3LiO3Y", "method": "wB97M-V/def2-TZVPD", "symbols": ["O", "Y", "C", "C", "O", "C", "H", "H", "H", "Li", "O"], "coordinates": [[0.18446, 1.22823, 0.74294], [-1.14060, 3.11923, 0.70087], [1.45134, -0.59366, 0.31827], [-0.02265, 0.04513, 0.17850], [1.53851, -0.73877, -0.96735], [0.22064, -0.18609, -1.33092], [0.34317, 0.70817, -1.95104], [-0.38651, -0.95587, -1.81808], [-1.75627, -0.45937, 0.97419], [0.44344, -1.32366, 2.26953], [-0.87553, -0.84332, 0.88309]], "forces_ev_per_a": [[-3.2782, 4.6779, 0.2152], [1.8295, -1.9607, 0.1175], [-1.7297, -0.7172, -0.2535], [3.1646, -2.3497, 0.5158], [0.1723, 0.4046, -0.3748], [-0.0839, -0.1894, -0.2017], [-0.0198, -0.2409, 0.0750], [0.1559, 0.2124, 0.0773], [-0.3237, -0.2972, -0.0460], [0.3742, -0.1510, -0.1724], [-0.2612, 0.6113, 0.0477]], "total_charge": 2, "spin_multiplicity": 2, "mol_weight_g_mol": 182.9, "energy_ha": -386.9215, "e_homo_ha": [-0.5804, -0.5819], "relative_energy_kj_mol": 0.0}